# 1
Formula: C4H10NOP
Source: OMol25
Level of theory: ωB97M-V with the def2-TZVPD basis set

```
17
Properties=species:S:1:pos:R:3:forces:R:3
C -0.358 -0.562 1.597 1.7182 0.0896 -2.9115
C -0.820 1.214 -0.047 1.8217 1.3277 0.2041
C -0.681 -1.109 -0.922 0.6346 -1.9549 -0.4685
C -0.132 -0.117 0.068 -2.3651 -0.1099 1.9095
N 1.243 0.094 -0.182 2.7732 4.0601 2.1794
O 3.302 0.627 -1.455 1.7656 0.9606 -0.1885
P 2.051 -0.090 -1.610 -1.0382 -0.7878 0.1736
H -1.120 -1.257 1.734 -1.3459 -1.2477 0.0360
H 0.587 -0.969 1.847 0.7937 -0.7414 0.7552
H -0.534 0.272 2.192 -0.2941 1.5592 1.0181
H -0.762 1.664 -1.003 0.1003 0.1344 -1.3869
H -0.213 1.883 0.568 0.0526 0.2112 0.1468
H -1.776 1.395 0.311 -2.1469 -0.6184 0.7253
H -0.085 -2.052 -0.999 -0.0690 0.8069 0.1177
H -1.653 -1.484 -0.733 -1.1670 -0.0459 1.0643
H -0.829 -0.754 -1.920 0.5664 0.6975 -0.7277
H 1.782 1.244 0.554 -1.8002 -4.3412 -2.6469
```
Forces are in eV/Å.

relative energy (zero: lowest compared OMol25 entry of this formula, charge and spin): 198.3 kJ/mol
E_tot: -17134.9127 eV
Kohn-Sham gap: 9.75 eV
LUMO: 0.00689 Eh
total charge: 0

# 2
Formula: C4H10NOS
Source: OMol25
Level of theory: ωB97M-V with the def2-TZVPD basis set

```
17
Properties=species:S:1:pos:R:3:forces:R:3
C -1.856 1.143 -0.009 1.5224 -2.3694 0.8561
N -2.179 -0.017 0.521 0.6503 1.1079 -0.0670
C -1.068 -0.759 1.167 -1.4528 -0.5501 -0.7965
O 1.467 -1.155 -2.432 1.4706 -2.2787 -1.2845
C -0.512 1.540 -0.407 -0.6820 -2.8315 0.6549
C 0.462 0.514 -0.765 -1.6103 0.7748 1.5283
S 1.977 -1.072 2.288 -0.6342 -0.0704 -0.0171
H -2.631 1.836 -0.170 -1.1183 0.7463 -0.4727
H -0.031 -0.448 -0.817 0.3865 0.0625 -0.0388
H -0.276 -0.099 1.373 0.9927 0.3840 0.5013
H -1.450 -1.183 2.095 -0.0842 0.0049 -0.0455
H -0.679 -1.604 0.546 -0.3890 0.4336 0.3923
H 3.037 -0.435 1.847 0.6900 0.3235 -0.2111
H -0.426 2.576 -0.502 0.7864 1.6021 -0.4181
H 1.347 0.401 -0.045 -0.2939 -0.0099 -0.3037
H 0.844 0.663 -1.738 1.2998 0.3206 -1.5713
H 1.975 -1.901 -2.952 -1.5338 2.3499 1.2935
```
Forces are in eV/Å.

relative energy (zero: lowest compared OMol25 entry of this formula, charge and spin): 733.6 kJ/mol
E_tot: -18677.4924 eV
Kohn-Sham gap: 3.79 eV
LUMO: 0.00941 Eh
total charge: -1

# 3
Formula: C4H10NOS
Source: OMol25
Level of theory: ωB97M-V with the def2-TZVPD basis set

```
17
Properties=species:S:1:pos:R:3:forces:R:3
C 2.558 0.201 -0.524 0.1093 -1.1355 -1.6463
C 1.289 -0.100 0.306 2.0235 3.3291 1.3502
O 0.950 0.645 1.266 0.4739 -2.5373 -2.8914
S 0.470 -1.507 -0.334 -0.9363 0.8819 0.9868
C -1.010 -1.203 0.721 2.0225 0.1738 2.2775
C -1.967 -0.191 0.165 -0.3102 0.2940 -1.9576
N -1.188 0.947 -0.398 1.9076 0.9900 0.7306
H 3.409 -0.258 0.009 -0.2847 0.0598 -0.4048
H 2.849 1.216 -0.778 -0.4964 0.5736 1.0338
H 2.486 -0.188 -1.615 0.0344 -0.2304 1.9698
H -0.631 -0.824 1.785 -0.6437 -0.9552 -2.3581
H -1.301 -2.218 0.824 -1.4517 -0.5754 0.3149
H -2.464 -0.477 -0.802 -0.3336 -0.5529 1.5607
H -2.592 0.276 0.930 -0.3853 -0.6234 -0.2673
H -0.341 0.582 -0.905 -1.1177 0.2822 0.0054
H -1.734 1.546 -0.982 -0.5675 0.3139 -0.7405
H -0.783 1.552 0.331 -0.0441 -0.2881 0.0362
```
Forces are in eV/Å.

relative energy (zero: lowest compared OMol25 entry of this formula, charge and spin): 153.3 kJ/mol
E_tot: -18675.5171 eV
SMILES string: CC(=O)SCC[NH3+]
Kohn-Sham gap: 10.72 eV
LUMO: -0.13401 Eh
total charge: +1

Question: The highest total charge belongs to which entry?
Answer: number 3